# CdIN5O15

CdIN5O15 as an isolated structure at a distorted geometry (wB97M-V/def2-TZVPD, OMol25).

Geometry as ORCA input:
```
! RIJCOSX wB97M-V def2-TZVPD def2/J DEFGRID3
* xyz -4 1
Cd 0.590 -0.276 0.374
N -1.611 -0.512 -2.285
O -0.962 -0.511 -3.301
O -2.787 -0.590 -2.475
O -1.168 -0.598 -1.168
N 2.714 -1.502 -1.554
O 3.255 -2.531 -1.885
O 3.194 -0.454 -1.959
O 1.794 -1.484 -0.765
N 0.672 2.690 -1.432
O 0.878 1.437 -1.090
O -0.268 2.988 -2.252
O 1.213 3.586 -0.879
N -1.226 1.810 2.136
O -0.484 1.976 3.014
O -2.304 2.371 2.279
O -0.738 1.333 1.065
N -1.420 -2.361 2.445
O -1.856 -2.071 3.523
O -1.604 -3.434 2.161
O -0.516 -1.774 1.859
I 2.632 -0.091 2.183
*
```

- E_tot: -50803.473 eV
- E_LUMO: 8.42 eV
- HOMO-LUMO gap: 5.3954 eV

Here is what Mulliken gives for the atomic charges, in e: number 1, Cd, carries 1.50; number 2, N, carries 0.93; number 3, O, carries -0.70; number 4, O, carries -0.75; number 5, O, carries -0.45; number 6, N, carries 1.04; number 7, O, carries -0.76; number 8, O, carries -0.65; number 9, O, carries -0.49; number 10, N, carries 0.81; number 11, O, carries -0.37; number 12, O, carries -0.69; number 13, O, carries -0.65; number 14, N, carries 0.86; number 15, O, carries -0.58; number 16, O, carries -0.74; number 17, O, carries -0.52; number 18, N, carries 0.92; number 19, O, carries -0.72; number 20, O, carries -0.67; number 21, O, carries -0.52; number 22, I, carries -0.80

# Cl2FO8Sr4

Cl2FO8Sr4 as an isolated structure at a distorted geometry (wB97M-V/def2-TZVPD, OMol25).

Geometry as ORCA input:
```
! RIJCOSX wB97M-V def2-TZVPD def2/J DEFGRID3
* xyz 5 1
Sr -1.577 0.503 -1.617
Sr 2.621 0.858 3.269
Sr -0.890 -2.734 4.940
Sr -3.373 0.977 2.850
F -2.346 2.122 0.854
Cl 1.522 0.650 -3.484
O 2.932 0.836 -3.457
O 1.097 -0.055 -4.660
O 1.133 -0.033 -2.256
O 0.808 1.916 -3.430
Cl -0.389 -1.008 1.399
O 0.317 0.132 2.002
O -1.819 -0.698 1.378
O -0.103 -1.302 0.013
O 0.066 -2.163 2.200
*
```

- E_tot: -47411.151 eV
- E_LUMO: -18.85 eV
- HOMO-LUMO gap: 1.5986 eV

Here is what Mulliken gives for the atomic charges, in e: number 1, Sr, carries 1.77; number 2, Sr, carries 1.95; number 3, Sr, carries 1.77; number 4, Sr, carries 1.82; number 5, F, carries -0.81; number 6, Cl, carries 1.64; number 7, O, carries -0.51; number 8, O, carries -0.45; number 9, O, carries -0.72; number 10, O, carries -0.60; number 11, Cl, carries 1.37; number 12, O, carries -0.57; number 13, O, carries -0.56; number 14, O, carries -0.52; number 15, O, carries -0.59

Across the entries above, ΔE to the lowest compared entry with this formula, charge and spin takes the values 239.1; 82.3 kJ/mol, respectively.